# C43H42CrN5OS6

C43H42CrN5OS6 as an isolated structure in a non-equilibrium geometry (wB97M-V/def2-TZVPD, the OMol25 dataset).

Structure (ORCA input):
```
! wB97M-V def2-TZVPD RIJCOSX def2/J DEFGRID3
* xyz 1 5
Cr 2.2209 -5.7560 18.2801
C 4.2353 -4.8292 14.6288
C 3.9928 -3.7188 15.6064
S 4.1211 -4.0715 17.3615
C 5.6261 -5.0364 17.6224
C 5.7300 -6.5100 17.1799
S 4.2428 -7.5124 17.5810
C 3.8904 -8.4250 15.9994
C 3.9553 -7.6452 14.7027
S 2.9398 -6.1089 14.7140
H 5.1990 -5.2922 14.7574
H 4.1977 -4.3565 13.6388
H 2.9945 -3.3194 15.4932
H 4.7342 -2.9512 15.4336
H 5.6828 -4.9761 18.7321
H 6.4796 -4.4473 17.2524
H 6.5289 -6.9423 17.7893
H 5.9725 -6.6097 16.1320
H 2.8965 -8.8198 16.2008
H 4.6038 -9.2261 15.9492
H 3.5314 -8.2674 13.9374
H 4.9627 -7.3371 14.4462
N 3.2021 -6.1596 20.1820
S 3.0297 -7.4532 20.8292
N 2.0551 -8.6819 20.2313
S 0.5569 -8.8637 20.1629
N -0.3889 -7.8760 19.4421
S -0.2975 -7.3984 17.8983
N 0.9390 -6.8996 17.2650
C -0.9124 -8.7167 16.8571
C -0.3802 -8.8145 15.5799
C -0.8415 -9.7949 14.7338
C -1.7516 -10.7549 15.1481
C -2.2450 -10.6992 16.4397
C -1.8504 -9.6451 17.2571
C -1.7619 -6.3693 17.9466
C -2.8405 -6.6533 18.7814
C -3.9568 -5.8610 18.8053
C -4.0293 -4.7382 18.0008
C -2.9528 -4.4467 17.1811
C -1.8090 -5.2314 17.1283
C -0.1763 -8.9751 21.7840
C -1.2067 -8.1166 22.1487
C -1.8480 -8.3666 23.3350
C -1.5509 -9.4189 24.1391
C -0.4749 -10.2191 23.8074
C 0.2347 -10.0043 22.6420
C 0.3879 -10.5456 19.4939
C 1.3405 -10.8777 18.5556
C 1.2453 -12.1308 17.9017
C 0.2376 -13.0016 18.2736
C -0.6908 -12.6777 19.2656
C -0.6311 -11.4447 19.8813
C 2.5833 -7.3434 22.5710
C 1.9947 -6.1274 22.9473
C 1.6998 -5.9106 24.2772
C 1.9810 -6.8846 25.2067
C 2.5932 -8.0987 24.8478
C 2.8704 -8.3305 23.5114
C 4.5196 -8.5386 20.8277
C 5.7180 -7.8960 21.0347
C 6.9005 -8.6403 21.0715
C 6.8891 -10.0031 20.8681
C 5.6695 -10.6243 20.6866
C 4.4855 -9.9163 20.6594
H 0.3095 -8.0265 15.2720
H -0.4550 -9.8512 13.7051
H -2.0734 -11.5407 14.4823
H -2.8940 -11.4773 16.8425
H -2.2359 -9.6092 18.2477
H -2.8759 -7.5194 19.4563
H -4.7864 -6.0551 19.4554
H -4.8939 -4.0992 18.0306
H -3.0125 -3.5884 16.5478
H -0.9391 -4.9604 16.5062
H -1.4846 -7.2911 21.5492
H -2.6777 -7.7223 23.6512
H -2.1589 -9.5362 25.0208
H -0.2132 -11.0543 24.4308
H 1.0469 -10.6509 22.3614
H 2.1340 -10.1762 18.3977
H 1.9771 -12.4381 17.1500
H 0.1702 -13.9367 17.7504
H -1.4452 -13.3885 19.5448
H -1.3726 -11.1401 20.6445
H 1.8435 -5.3462 22.2226
H 1.2731 -4.9525 24.5615
H 1.8401 -6.6809 26.2612
H 2.9061 -8.7702 25.6357
H 3.3541 -9.2327 23.1851
H 5.7088 -6.7916 21.1066
H 7.8610 -8.1384 21.2345
H 7.7934 -10.5711 20.8259
H 5.6526 -11.6757 20.4853
H 3.5597 -10.4552 20.4427
O -0.7180 -4.9048 21.0533
C 0.0680 -4.8125 20.1705
N 0.8346 -4.7770 19.2744
*
```

Properties
Energy relative to the best compared isomer or geometry (same formula, charge and spin): 0.0 kJ/mol
Frontier orbital gap (alpha / beta): 7.283 / 8.544 eV
Lowest unoccupied orbital energy (alpha / beta): -2.13 / -2.13 eV
Energy: -148192.5600 eV

Here are the Löwdin charges for atoms 1 to 8, given in e:
1. Cr 0.358
2. C -0.518
3. C -0.530
4. S 0.879
5. C -0.498
6. C -0.446
7. S 0.866
8. C -0.469


# C14H34BFN2O3PtSb

C14H34BFN2O3PtSb as an isolated structure in a non-equilibrium geometry (wB97M-V/def2-TZVPD, the OMol25 dataset).

Structure (ORCA input):
```
! wB97M-V def2-TZVPD RIJCOSX def2/J DEFGRID3
* xyz 1 1
C 0.2037 -0.5323 3.2457
C 0.3616 -1.3343 2.1938
Sb 0.3929 -0.6323 0.0840
C 0.0540 -2.8419 -0.4378
N 1.2523 -3.5101 -0.5219
C 0.7072 1.4389 0.6012
C 2.0206 2.0367 0.0882
C 1.8391 3.4727 -0.4179
F 2.2180 3.5470 -1.7504
N -1.6796 -0.4482 0.0355
C -2.3869 0.1548 1.1631
C -3.1382 -0.8351 2.0518
C -4.0025 -0.0528 3.0514
O 2.4140 -0.9964 -0.0348
B 3.1147 -1.1576 1.1073
O 3.4767 -0.0680 1.8863
O 3.5169 -2.4385 1.4784
C 0.4336 -0.2801 -2.1287
C 1.7977 -0.5608 -2.7064
C -0.0952 1.0799 -2.5821
C -1.6278 1.1942 -2.7076
C -2.2231 2.3715 -1.9247
H -0.5720 -0.7420 3.9768
H 0.8559 0.3227 3.4011
H 0.5066 -2.4060 2.3286
H -0.5215 -3.2600 0.3849
H -0.5191 -2.8582 -1.3690
H 1.7750 -3.3185 -1.3781
H 1.1839 -4.5139 -0.3953
H -0.1328 1.9534 0.1341
H 0.6126 1.5984 1.6719
H 2.5210 1.4416 -0.6657
H 2.6905 2.0949 0.9397
H 2.4037 4.1845 0.1763
H 0.7903 3.7728 -0.3915
H -2.0694 -1.3703 -0.1306
H -1.7657 0.7994 1.7875
H -3.1673 0.8037 0.7555
H -3.8336 -1.3949 1.4275
H -2.4496 -1.4815 2.5911
H -4.4428 0.8132 2.5622
H -4.8111 -0.6560 3.4508
H -3.3983 0.3189 3.8776
H 3.8826 -0.3317 2.7114
H 3.6282 -2.5324 2.4254
H -0.2344 -1.0347 -2.5413
H 1.6771 -0.4314 -3.7908
H 2.5836 0.1201 -2.4091
H 2.1162 -1.6607 -2.4852
H 0.3179 1.9258 -2.0422
H 0.2858 1.1878 -3.5981
H -1.8669 1.3524 -3.7571
H -2.1024 0.2531 -2.4443
H -2.6617 2.0849 -0.9751
H -2.9959 2.8429 -2.5272
H -1.4770 3.1510 -1.7798
Pt 2.5406 -2.6369 -3.6962
*
```

Properties
Energy relative to the best compared isomer or geometry (same formula, charge and spin): 0.0 kJ/mol
Frontier orbital gap: 4.622 eV
Lowest unoccupied orbital energy: -6.67 eV
Energy: -37357.3046 eV

Here are the Löwdin charges for atoms 1 to 8, given in e:
1. C -0.021
2. C -0.184
3. Sb 1.582
4. C -0.222
5. N 0.074
6. C -0.202
7. C -0.202
8. C -0.187